Entry 1:
C5H11NO2 | wB97M-V/def2-TZVPD

```
! RIJCOSX wB97M-V def2-TZVPD def2/J DEFGRID3
* xyz 0 1
C -1.0886 -0.8295 1.5580
C -1.2407 0.1594 0.3662
O -1.2800 1.4854 0.8480
C -0.0556 -0.0489 -0.6216
C 0.1540 1.2065 -1.3619
N 1.1109 -0.5394 0.1906
C 2.2242 -1.2275 -0.2648
O 2.9905 -1.6808 0.5271
H -0.1830 -0.6183 2.2367
H -0.4846 -1.7582 1.2724
H -1.9856 -0.9650 2.1462
H -2.2195 0.1268 -0.3355
H -1.6606 2.1252 0.1481
H -0.2022 -0.8521 -1.4043
H -0.8364 1.5285 -1.7050
H 0.7944 1.8778 -0.8875
H 0.6159 1.1670 -2.3956
H 1.1240 -0.0454 1.0976
H 2.2229 -1.1113 -1.4149
*
```

E_HOMO = -9.530 eV
relative energy (zero: lowest compared OMol25 entry of this formula, charge and spin) = 2.682 eV
E_LUMO = 0.584 eV
SMILES = C[C@@H](O)[C@@H](C)NC=O
Kohn-Sham gap = 10.11 eV

Results of the Löwdin charge analysis, in e, for atoms 1 through 8:
1 C -0.05
2 C -0.40
3 O -0.09
4 C -0.35
5 C -0.09
6 N 0.00
7 C -0.36
8 O 0.04

=====

Entry 2:
C38H60F6N2O19 | wB97M-V/def2-TZVPD

```
! RIJCOSX wB97M-V def2-TZVPD def2/J DEFGRID3
* xyz 0 1
C 7.1750 -2.6758 2.4392
C 7.1981 -1.8137 1.1604
O 6.8713 -0.4235 1.5173
C 5.5961 -0.1718 1.5813
O 4.7627 -0.9934 1.3776
C 5.4385 1.3429 1.8683
F 4.3471 1.8502 2.4892
F 6.4385 1.7389 2.6678
F 5.6282 1.9316 0.6990
H 6.2026 -2.8294 2.8160
H 7.7391 -2.2828 3.2745
H 7.6389 -3.6387 2.1694
H 6.5308 -2.2270 0.4076
H 8.2564 -1.6659 0.8163
C 2.1850 -0.9377 3.7917
C 2.4761 -2.3850 4.3255
O 3.0369 -3.2876 3.3226
C 2.1666 -3.9348 2.4594
O 0.9922 -3.8901 2.3393
C 3.0302 -4.7127 1.4662
F 3.2845 -3.8843 0.4060
F 4.1895 -5.1763 1.9628
F 2.3189 -5.7358 1.0123
H 1.7202 -0.3783 4.6357
H 1.6017 -0.8239 2.8832
H 3.1198 -0.4068 3.4766
H 1.5641 -2.8865 4.7592
H 3.2096 -2.3311 5.0894
C 1.2208 3.9225 -4.1561
C 0.7814 2.7757 -4.9783
O 0.0058 1.7938 -4.2526
C -1.2689 2.0424 -4.2230
O -1.7570 2.8948 -4.9089
O -1.9280 1.2530 -3.3527
C -3.3692 1.2816 -3.3667
H 2.0018 4.4369 -4.7638
H 1.5388 3.6550 -3.1523
H 0.3553 4.6594 -3.9807
H 1.7087 2.2673 -5.1691
H 0.1972 3.0188 -5.8696
H -3.7640 1.4684 -4.3770
H -3.7490 2.0462 -2.6850
H -3.6370 0.3102 -3.0186
C 0.3738 4.7387 1.3454
C -0.3779 6.0531 1.2820
O -1.6038 6.0137 0.5518
C -1.3587 5.9067 -0.7865
O -0.2960 6.2487 -1.2765
O -2.5322 5.5503 -1.3250
C -2.4167 5.1389 -2.6483
H 0.5474 4.3407 0.3421
H -0.3465 4.0687 1.8670
H 1.2549 4.7135 1.9210
H 0.1628 6.8629 0.7505
H -0.6505 6.4188 2.2849
H -1.5520 5.5906 -3.1544
H -3.3095 5.5589 -3.1762
H -2.4005 4.0410 -2.7540
C -5.0745 4.2293 1.6804
C -4.4063 2.8103 1.6273
O -4.7287 2.2877 0.2938
C -4.9204 0.9006 0.2973
O -4.9015 0.1716 1.2425
O -5.2734 0.4310 -0.9351
C -5.2749 -1.0693 -1.0063
H -6.1336 4.1390 1.6421
H -4.6311 4.8739 0.9752
H -4.8103 4.5887 2.6837
H -4.8351 2.1810 2.4127
H -3.3410 2.7372 1.6506
H -5.1466 -1.3119 -2.0364
H -6.1982 -1.3995 -0.4817
H -4.4293 -1.3951 -0.4150
C -0.8017 -6.4261 -1.2741
C -1.3334 -5.5779 -0.0865
O -2.6991 -5.2199 -0.3504
C -3.3311 -4.4365 0.5322
O -4.4616 -4.1316 0.3396
O -2.6207 -4.0541 1.5584
C -3.3091 -3.2604 2.5393
H -1.2787 -7.4132 -1.4202
H 0.2277 -6.5070 -1.0302
H -0.9129 -5.8007 -2.1570
H -0.7379 -4.6815 0.0135
H -1.1621 -6.0456 0.9137
H -2.5742 -2.7935 3.1796
H -3.9211 -3.9869 3.0196
H -3.9973 -2.5925 2.0868
C -1.9440 -1.8687 -4.5824
C -2.0131 -3.0483 -3.6415
O -0.8397 -2.8854 -2.7644
C -1.0732 -2.3955 -1.4855
O -2.1621 -2.1641 -0.9981
O 0.1365 -2.2031 -0.9597
C 0.0705 -1.4478 0.2585
H -0.8442 -1.6440 -4.7972
H -2.2712 -0.9436 -4.2535
H -2.5489 -2.0810 -5.4605
H -1.8082 -4.0195 -4.2477
H -2.8802 -3.1459 -2.9859
H -0.2689 -0.3948 -0.0542
H 1.0585 -1.3411 0.6583
H -0.5771 -1.7365 1.1124
C 4.9648 0.0776 -2.9266
C 5.1199 1.4061 -2.5641
C 4.0628 2.0726 -1.9113
N 2.9147 1.4958 -1.6674
C 2.7781 0.1822 -1.9561
C 3.7141 -0.5466 -2.6812
H 5.8012 -0.5068 -3.3504
H 6.0536 1.9672 -2.6847
H 4.1124 3.1164 -1.6900
H 1.8084 -0.2815 -1.8098
H 3.6264 -1.6417 -2.7434
C -1.8161 0.0572 2.8025
C -0.7088 0.8515 3.0674
C -0.5909 1.3719 4.3468
N -1.4532 1.1950 5.3185
C -2.5537 0.4971 5.0039
C -2.7791 -0.1145 3.7900
H -1.9697 -0.3693 1.8414
H 0.0877 1.0707 2.3498
H 0.3310 1.9144 4.5689
H -3.3359 0.3901 5.7892
H -3.7340 -0.5754 3.6298
*
```

E_HOMO = -9.720 eV
E_LUMO = 0.502 eV
SMILES = CCOC(=O)C(F)(F)F.CCOC(=O)C(F)(F)F.CCOC(=O)OC.CCOC(=O)OC.CCOC(=O)OC.CCOC(=O)OC.CCOC(=O)OC.c1ccncc1.c1ccncc1
Kohn-Sham gap = 10.22 eV

Results of the Löwdin charge analysis, in e, for atoms 1 through 8:
1 C -0.05
2 C -0.14
3 O 0.03
4 C -0.43
5 O 0.15
6 C -0.52
7 F 0.15
8 F 0.15

=====

Entry 3:
C3H9NOS | wB97M-V/def2-TZVPD

```
! RIJCOSX wB97M-V def2-TZVPD def2/J DEFGRID3
* xyz 0 1
N -2.1939 0.2495 -0.2098
C -0.8979 -0.3840 -0.3048
C -0.1498 0.3722 -1.4496
O 0.1265 1.7875 -1.0559
C -0.1175 -0.5211 1.0003
S 1.5899 -0.7528 1.0163
H -2.0866 1.3187 -0.0947
H -2.8262 -0.0756 0.6235
H -1.0925 -1.4704 -0.6906
H 0.8213 -0.3075 -1.4650
H -0.6321 0.2695 -2.3583
H 0.9964 1.8899 -0.7786
H -0.4476 0.2386 1.7431
H -0.4642 -1.4618 1.4242
H 1.6285 -1.2061 -0.2234
*
```

E_HOMO = -8.893 eV
relative energy (zero: lowest compared OMol25 entry of this formula, charge and spin) = 1.954 eV
E_LUMO = 0.774 eV
SMILES = N[C@@H](CO)CS
Kohn-Sham gap = 9.67 eV

Results of the Löwdin charge analysis, in e, for atoms 1 through 8:
1 N -0.01
2 C -0.49
3 C -0.18
4 O -0.06
5 C -0.62
6 S 0.76
7 H 0.11
8 H 0.12

=====

Entry 4:
C9H7FeNO4S | wB97M-V/def2-TZVPD

```
! RIJCOSX wB97M-V def2-TZVPD def2/J DEFGRID3
* xyz 2 5
Fe 0.1832 -0.3326 -0.2088
C 0.0632 0.6994 1.1982
O -0.0835 1.5292 2.0059
C -0.0785 1.1665 -1.2158
O -0.1431 2.0681 -1.9699
C -1.5558 0.0845 -0.5194
O -2.6919 0.1584 -0.8107
C 1.8106 0.5013 -0.4012
O 2.8235 1.0594 -0.5945
C -0.0131 -1.4364 -3.4468
H 0.9196 -1.9968 -3.3837
H -0.9452 -1.9955 -3.3937
C -0.0184 -0.1253 -3.7639
H -0.9493 0.3813 -4.0251
H 0.9056 0.4042 -4.0088
S -0.7083 -4.5480 0.0162
C 0.5876 -4.2840 1.1102
C 0.8972 -2.9373 1.2026
N 0.0963 -2.1358 0.3563
C -0.8489 -2.8809 -0.2878
H 1.0901 -5.0817 1.6437
H 1.6765 -2.5098 1.8550
H -1.6073 -2.4959 -0.9687
*
```

<S²> = 6.048
E_HOMO (spin up / spin down) = -14.316 / -16.852 eV
relative energy (zero: lowest compared OMol25 entry of this formula, charge and spin) = 1.163 eV
E_LUMO (spin up / spin down) = -9.231 / -13.424 eV
Kohn-Sham gap (spin up / spin down) = 5.09 / 3.43 eV

Results of the Löwdin charge analysis, in e, for atoms 1 through 8:
1 Fe 0.33
2 C -0.10
3 O 0.25
4 C -0.26
5 O 0.20
6 C -0.19
7 O 0.20
8 C -0.06